# 1
Molecular formula: C46H58BCl5N4O2P2Ti
Method: DFT, the ωB97M-V functional and the def2-TZVPD basis

Summary:
Relative energy (zero: lowest compared OMol25 entry of this formula, charge and spin) in kcal/mol: 0.0

ORCA input file:
```
! RIJCOSX wB97M-V def2-TZVPD def2/J DEFGRID3
* xyz 0 1
Ti 0.76968 0.23606 -0.44074
O 1.55236 -1.27533 -0.98144
C 2.26923 -1.73009 -2.00961
C 1.98046 -2.98531 -2.53637
C 2.72206 -3.46606 -3.60097
C 3.75738 -2.71342 -4.15043
C 4.03353 -1.46376 -3.63041
C 3.29359 -0.94772 -2.56445
C 3.54378 0.42441 -2.13424
N 2.79101 1.07272 -1.34272
C 3.05556 2.47448 -1.05933
C 1.71157 3.20106 -0.90991
N 0.93742 2.37077 0.00365
C 0.70469 2.86159 1.17045
C 0.56996 2.08784 2.37184
C 0.06350 2.65822 3.55062
C 0.22378 2.02942 4.75921
C 0.99098 0.85790 4.81348
C 1.53551 0.30226 3.67978
C 1.26989 0.85624 2.41310
O 1.69083 0.27126 1.31464
H 1.17659 -3.55511 -2.08864
H 2.48650 -4.43923 -4.01202
H 4.33060 -3.09678 -4.98265
H 4.82076 -0.85527 -4.06054
H 4.41420 0.91168 -2.58739
H 3.67569 2.94329 -1.83041
H 3.58117 2.53423 -0.10092
H 1.20469 3.28243 -1.86352
H 1.86951 4.20273 -0.49778
H 0.77556 3.94702 1.29805
H -0.46326 3.60403 3.48917
H -0.20355 2.44543 5.66011
H 1.16401 0.37999 5.76966
H 2.14255 -0.59055 3.73501
C -4.70498 -0.49463 0.14545
C -4.86201 0.79665 -0.67211
C -5.79761 1.72826 0.11055
C -5.48929 0.42449 -2.02080
P -3.11038 1.38715 -1.03498
C -2.52394 1.78706 0.68525
N -1.96275 0.61940 1.34285
B -0.85937 -0.24640 0.96273
N -0.83127 -1.26892 2.00010
C 0.06094 -2.39672 2.23294
P 0.09112 -3.78277 0.98150
C -1.42501 -4.81528 1.44648
C -1.74685 -5.66843 0.20903
C -1.33420 -5.72326 2.66862
C -2.59747 -3.84925 1.65733
C 1.68407 -4.61175 1.58852
C 1.86085 -4.87051 3.09104
C 1.82209 -5.93572 0.82726
C 2.82981 -3.68353 1.13628
C -1.71303 -0.89555 3.01279
C -1.95885 -1.45745 4.25534
C -2.89462 -0.85777 5.09244
C -3.58177 0.27940 4.69247
C -3.34538 0.84532 3.44353
C -2.40714 0.25537 2.61124
C -3.17730 3.06609 -1.92695
C -1.94408 3.89945 -1.57243
C -4.41252 3.94335 -1.72521
C -3.07429 2.71236 -3.41868
H -5.67389 -1.00128 0.18086
H -4.40132 -0.29418 1.17383
H -3.98180 -1.17604 -0.29969
H -6.57451 1.12893 0.59292
H -6.29792 2.45179 -0.52782
H -5.28372 2.27647 0.90185
H -6.49618 0.02778 -1.86258
H -4.89815 -0.34418 -2.52348
H -5.57263 1.27923 -2.69351
H -3.35825 2.15427 1.28259
H -1.78863 2.59226 0.65162
H -0.20339 -2.83719 3.19640
H 1.08859 -2.04962 2.31782
H -0.94001 -6.36192 -0.03065
H -1.91509 -5.03819 -0.66628
H -2.65231 -6.25573 0.38789
H -0.59720 -6.51342 2.54118
H -2.30469 -6.20512 2.82537
H -1.09384 -5.16757 3.57707
H -2.63846 -3.06460 0.90177
H -2.55898 -3.36542 2.63284
H -3.53558 -4.40934 1.60251
H 1.36125 -5.77816 3.41657
H 1.50179 -4.04569 3.70705
H 2.92624 -4.99287 3.30864
H 1.01069 -6.62746 1.05428
H 2.76097 -6.42474 1.10356
H 1.83339 -5.76566 -0.25163
H 3.08008 -2.95072 1.90510
H 2.59309 -3.13523 0.22779
H 3.72764 -4.27955 0.95063
H -1.43258 -2.33838 4.60015
H -3.08416 -1.28805 6.06691
H -4.30656 0.73417 5.35439
H -3.88265 1.73787 3.15223
H -1.98973 4.29547 -0.55716
H -1.88649 4.75009 -2.25760
H -1.02350 3.32214 -1.68322
H -4.51983 4.27571 -0.69154
H -5.33039 3.44275 -2.02494
H -4.31130 4.83500 -2.35190
H -2.15994 2.15891 -3.62740
H -3.07215 3.62580 -4.02027
H -3.91292 2.09485 -3.74572
Cl 1.26452 2.08597 -3.89838
C 0.22777 0.67346 -3.82993
C -0.13441 0.10073 -2.60928
C -0.98082 -1.00484 -2.78009
Cl -1.47539 -1.92545 -1.39120
C -1.46131 -1.47427 -3.99826
Cl -2.53383 -2.82316 -4.08506
C -1.06421 -0.84816 -5.17375
Cl -1.62964 -1.40727 -6.69874
C -0.19899 0.22959 -5.08709
Cl 0.31698 0.99903 -6.54307
*
```

Here are the Löwdin charges for atoms 1 to 4, given in e:
1. Ti 1.0518
2. O -0.2328
3. C -0.3038
4. C -0.0014



# 2
Molecular formula: C17H18N4OS
Method: DFT, the ωB97M-V functional and the def2-TZVPD basis

Summary:
Relative energy (zero: lowest compared OMol25 entry of this formula, charge and spin) in kcal/mol: 25.1
SMILES: CCn1c(SCc2cc(=O)[nH]c3ccccc23)nnc1C1CC1

ORCA input file:
```
! RIJCOSX wB97M-V def2-TZVPD def2/J DEFGRID3
* xyz 0 1
C -0.24810 0.22488 -2.00105
C -1.08624 -1.04721 -1.91233
N -1.65062 -1.21289 -0.59968
C -1.19939 -2.01662 0.41106
S 0.27092 -2.95344 0.33199
C 1.04234 -2.19508 1.82845
C 1.27081 -0.75186 1.53186
C 0.37194 0.16612 1.96120
C 0.43511 1.56516 1.58984
O -0.40031 2.40952 1.85365
N 1.55459 1.90355 0.85359
C 2.50359 1.02907 0.40279
C 3.57123 1.48607 -0.37424
C 4.49803 0.59653 -0.86641
C 4.37117 -0.76416 -0.59974
C 3.32989 -1.22608 0.17168
C 2.37931 -0.34423 0.70105
N -1.94557 -1.88944 1.47023
N -2.89570 -0.99117 1.18940
C -2.72764 -0.57753 -0.03875
C -3.51313 0.46109 -0.70035
C -4.65279 1.07801 0.05770
C -3.40627 1.86807 -0.15648
H -0.83335 1.08828 -1.69261
H 0.62448 0.14543 -1.35737
H 0.08864 0.37197 -3.02343
H -0.46540 -1.92317 -2.11956
H -1.90276 -1.01670 -2.64009
H 1.95533 -2.75506 2.01363
H 0.33394 -2.33554 2.64192
H -0.46924 -0.11766 2.57564
H 1.64124 2.88120 0.60184
H 3.65300 2.54235 -0.58573
H 5.32064 0.95392 -1.46683
H 5.09325 -1.45893 -0.99976
H 3.23999 -2.28414 0.35768
H -3.60438 0.34655 -1.77428
H -4.83617 0.68685 1.04503
H -5.53955 1.34512 -0.49654
H -2.75005 2.03228 0.68498
H -3.42277 2.67889 -0.87000
*
```

Here are the Löwdin charges for atoms 1 to 4, given in e:
1. C -0.0379
2. C -0.1893
3. N -0.0073
4. C -0.6541



# 3
Molecular formula: C26H45BrF6N5O4P2S2
Method: DFT, the ωB97M-V functional and the def2-TZVPD basis

ORCA input file:
```
! RIJCOSX wB97M-V def2-TZVPD def2/J DEFGRID3
* xyz 1 1
C 4.52483 0.40532 0.15199
C 3.34818 0.27681 0.09716
C 1.95028 -0.06803 -0.00405
C 1.80233 -1.11300 -1.12492
P 2.83582 -2.65623 -0.82506
C 3.04485 -2.77047 0.99533
O 4.29516 -2.16221 -1.37113
C 0.29930 -1.40718 -1.53149
C 0.05416 -0.75361 -2.90555
C -1.28086 -1.02550 -3.60268
C -1.54257 0.06084 -4.65579
C 0.05217 -2.91928 -1.79875
F 0.60114 -3.18966 -3.03605
C -1.39635 -3.46382 -1.73362
C -1.70280 -4.45367 -2.84440
C -0.57480 -0.86204 -0.37065
P -0.65917 -2.04524 1.11186
S -2.46125 -2.34006 1.73984
N -0.42248 0.62657 -0.00311
Br -1.63742 1.54674 -1.30310
C -1.32181 0.90185 1.28361
C -1.09918 0.69336 2.81305
N -0.89464 2.01023 3.48877
N -2.42413 0.15747 3.24058
N -0.14100 -0.22837 3.32680
C 1.02492 1.18794 -0.18479
C 1.43495 1.80742 -1.51556
O 0.74094 2.97972 -1.81492
C 0.72407 3.31928 -3.19550
C -0.42605 4.26367 -3.48520
C -0.85545 4.11612 -4.94786
S 1.44036 2.54446 1.00657
O 0.35379 3.45694 1.03840
O 1.92093 1.90738 2.17840
C 2.87977 3.68131 0.53666
F 2.94730 4.35758 1.70061
F 4.04332 3.06143 0.36419
C 2.74991 4.75524 -0.59837
F 3.61828 5.72013 -0.29237
F 1.54301 5.27290 -0.69504
F 3.12752 4.21596 -1.76300
H 5.56404 0.59999 0.11527
H 1.69568 -0.47202 0.97114
H 2.27146 -0.72000 -2.01386
H 2.32758 -3.46686 1.40078
H 4.01698 -3.23088 1.12262
H 3.07971 -1.83469 1.54122
H 4.98067 -2.75857 -1.06014
H 0.86856 -0.99801 -3.56982
H 0.06387 0.32105 -2.86006
H -2.10013 -0.99723 -2.90019
H -1.23143 -1.96608 -4.12723
H -2.11540 -0.34586 -5.47517
H -0.61651 0.48123 -5.01804
H -2.14159 0.85697 -4.22870
H 0.62119 -3.54858 -1.13418
H -1.52720 -4.01874 -0.81816
H -2.15540 -2.69422 -1.72395
H -1.88650 -3.97783 -3.79403
H -2.62311 -4.95221 -2.56924
H -0.94966 -5.22193 -2.91231
H -1.59353 -0.99330 -0.69902
H -0.19231 -3.27186 0.65843
H 0.33822 -1.72133 2.04010
H -1.65697 1.91784 1.20709
H -2.21150 0.33894 1.04723
H -1.05123 1.86145 4.47505
H -1.58666 2.68879 3.19372
H -3.13361 0.87006 3.17303
H -2.33646 -0.16745 4.18872
H -0.02750 -0.15677 4.32026
H 0.73526 -0.27533 2.84981
H 2.48771 2.05987 -1.37521
H 1.49293 1.14276 -2.35954
H 0.61021 2.43424 -3.81774
H 1.64963 3.81319 -3.46842
H -0.15204 5.28463 -3.27624
H -1.25964 3.95254 -2.87289
H -1.56371 3.31125 -5.06578
H -1.24951 5.03577 -5.34986
H 0.00836 3.85843 -5.55222
N -2.98730 -1.80984 5.71424
C -4.11201 -2.29172 6.32636
C -3.71567 -3.06817 7.38072
C -2.29427 -3.05336 7.40809
C -1.87568 -2.26858 6.36871
H -2.97786 -1.22365 4.90003
H -5.09271 -2.04282 5.96056
H -4.36956 -3.58964 8.05811
H -1.65580 -3.56107 8.11046
H -0.88693 -1.99872 6.03935
*
```

Here are the Löwdin charges for atoms 1 to 4, given in e:
1. C 0.1909
2. C -0.1484
3. C -0.2937
4. C -0.2812



Orbital gap? In order: 7.0 8.5 4.8 eV.
F_max? In order: 0.0193 0.0227 0.0474 Eh/bohr.
DFT total energy? In order: -163684.2259 -36764.5150 -169912.9143 eV.